{"formula": "C46H51FIN2O8SSiW", "method": "the ωB97M-V functional and the def2-TZVPD basis", "elements": ["H", "C", "C", "H", "H", "H", "H", "C", "C", "H", "H", "H", "C", "C", "H", "Si", "O", "H", "H", "S", "C", "H", "H", "H", "F", "C", "O", "O", "O", "H", "C", "O", "C", "C", "N", "C", "H", "C", "C", "C", "C", "C", "H", "H", "O", "O", "C", "H", "H", "C", "H", "I", "C", "H", "H", "C", "C", "C", "H", "H", "H", "C", "C", "W", "H", "H", "H", "C", "H", "C", "H", "H", "C", "H", "H", "C", "N", "H", "H", "H", "C", "C", "H", "C", "C", "H", "H", "H", "C", "C", "H", "O", "H", "H", "H", "C", "C", "C", "H", "C", "C", "H", "C", "H", "H", "H", "C", "C", "H", "C", "C", "C"], "positions_angstrom": [[-0.50079, -2.82481, -1.51195], [-2.89038, -0.68681, 1.63085], [4.25970, -2.13263, 0.30560], [-0.98145, -3.50758, -4.40343], [3.82164, -4.63722, 1.84102], [-0.01395, -0.93459, 3.30160], [-2.12127, -3.05414, -2.19942], [-1.06304, -3.28485, -2.31943], [2.00372, -4.34602, 0.72380], [-5.32212, -2.94236, 2.22485], [-0.01735, -4.66014, 2.61610], [-1.50996, 1.92508, -5.93366], [-0.34726, 2.40092, -3.72452], [-2.26902, -2.74826, 0.81954], [0.31161, -4.40115, -0.58613], [1.68128, -2.59841, 1.37967], [2.51243, -0.89650, -1.63820], [-2.63098, 0.35524, 1.73322], [3.30224, 0.75569, -0.81096], [0.24692, 3.48014, 0.76778], [0.99467, -3.03341, -3.72127], [2.70118, -7.93929, -0.62631], [6.19372, -1.91574, -0.58364], [-1.50166, -3.32193, 0.32864], [-0.33401, 0.37686, 1.44498], [-0.59865, -0.23112, -3.49190], [0.56537, -1.90092, 0.40770], [1.37054, 0.56110, -0.33106], [-2.34165, -0.68236, -1.28858], [-3.12104, 5.00090, 5.01843], [-1.36194, 0.97481, -5.43091], [-3.88911, 0.89880, -0.77398], [-1.76575, 5.67433, 3.49768], [1.76506, 3.17598, 1.70305], [-2.75039, 0.63712, -1.15712], [5.21135, -0.51023, 2.33140], [3.06519, 1.57154, 4.37240], [-0.78607, 3.96151, 2.15297], [6.04272, -0.84694, 1.27586], [-1.49830, 3.18389, -3.08724], [-1.73962, -0.19364, -6.05806], [-0.52387, -2.83713, -3.66953], [1.48214, -2.40985, -2.97003], [-0.12057, 2.89779, -4.67405], [-0.08446, -0.25561, -2.23529], [0.52029, 4.71711, -0.02128], [2.41916, 0.10383, -0.95720], [0.74505, 2.19232, -1.86292], [-1.38108, 1.94652, 2.55164], [-2.46127, 4.70656, 4.21151], [-1.88334, 6.72125, 3.74986], [-5.42843, 0.08779, 3.02734], [3.90582, -0.98723, 2.36655], [1.78297, -3.63586, 5.04943], [1.23444, 3.55068, -2.85260], [-3.44759, -3.32326, 1.24917], [2.13168, -3.55716, 4.01233], [1.81303, 2.37933, 2.83822], [5.03606, 3.96152, 1.41487], [-2.34084, 3.27666, -3.77697], [3.90010, -2.75174, -0.50736], [2.50304, -6.94385, -0.24730], [3.39760, -1.80992, 1.36196], [-0.50671, -0.40479, -0.35493], [1.25290, -4.07879, -3.52523], [0.73213, -6.66497, -1.42668], [4.23667, -6.90491, 1.01969], [3.11805, -5.08080, 1.14459], [-0.45580, -3.98791, 4.19249], [-1.47189, -1.38871, -5.41880], [-2.88456, 2.61029, 4.42456], [-1.70592, -2.32535, -5.91284], [0.68262, -1.52790, 3.88915], [2.84674, 4.34962, 0.29013], [3.09085, -3.03541, 4.02313], [-0.76796, 0.99905, -4.16837], [-2.00089, -1.45990, 1.01827], [2.30614, -4.57249, 3.64943], [-0.92443, -4.36624, -2.22284], [0.21112, -1.77087, 4.85110], [-4.09443, -1.19238, 2.09634], [-0.89752, -1.44194, -4.15212], [1.54527, -0.89497, 4.10693], [1.40079, -6.23156, -0.69196], [-1.49268, 2.98509, 2.83960], [7.05932, -0.47304, 1.24080], [-1.85186, 2.69325, -2.18364], [-0.38461, 6.03317, 1.86433], [2.91826, 3.73687, 1.17941], [4.18763, 2.75376, 2.97193], [5.57199, 0.12827, 3.12949], [-1.66333, 1.20687, -0.47885], [-1.16074, 4.18438, -2.80608], [-1.03590, -3.21485, 2.72173], [-3.62810, -4.37345, 1.07041], [-2.32705, 3.36400, 3.88176], [3.36408, -6.36252, 0.67525], [3.02670, 2.18007, 3.47652], [0.91585, 1.91654, 3.22651], [5.56003, -1.65875, 0.25659], [-0.92590, 5.30539, 2.45675], [-2.20090, -0.17750, -7.03766], [-0.18194, -3.72672, 3.16262], [1.72274, 1.89862, -3.29394], [5.13457, 2.59247, 3.47274], [1.39168, -2.75779, -4.70022], [4.13249, 3.52262, 1.82001], [0.91314, 2.50739, -2.88346], [3.27777, -0.68875, 3.19644], [1.16177, -4.95096, -0.20730], [1.06588, -2.83150, 3.17881], [-4.37979, -2.52697, 1.89104]], "atomic_forces_ev_per_a": [[0.0, 0.0, 0.0], [-0.1, 0.0, 0.3], [0.0, -0.1, 0.0], [0.1, 0.0, -0.1], [0.0, 0.0, 0.0], [-0.1, 0.1, -0.1], [0.0, 0.1, 0.0], [-0.2, 0.0, -0.1], [0.1, 0.0, -0.1], [0.0, 0.0, 0.0], [0.0, 0.0, 0.0], [0.0, 0.0, 0.0], [-0.1, -0.1, 0.0], [-0.1, -0.1, 0.2], [0.1, 0.0, 0.1], [0.0, 0.0, -0.1], [0.0, 0.0, 0.0], [0.0, 0.1, 0.0], [-0.1, 0.1, 0.1], [0.1, -0.1, -0.3], [0.0, 0.0, 0.1], [0.0, 0.0, 0.0], [0.0, 0.0, 0.0], [0.1, 0.0, -0.1], [0.0, -0.1, 0.0], [-0.1, 0.2, 0.1], [-0.3, -0.1, -0.1], [-0.2, -0.5, -0.1], [-0.1, -0.1, 0.1], [0.0, 0.0, 0.0], [0.0, 0.0, 0.0], [0.0, -0.1, -0.1], [0.0, 0.0, 0.0], [0.0, 0.1, 0.0], [0.4, -0.1, 0.2], [0.0, 0.0, 0.0], [0.0, 0.0, 0.0], [0.0, 0.0, 0.0], [0.0, 0.0, 0.0], [-0.1, 0.0, 0.0], [0.0, 0.0, 0.0], [0.1, 0.0, -0.1], [0.0, 0.0, 0.0], [0.0, 0.0, 0.0], [0.2, -0.4, 0.2], [0.0, 0.0, 0.1], [0.0, 0.3, -0.1], [0.0, -0.1, 0.2], [0.0, 0.0, 0.0], [0.0, 0.0, 0.0], [0.0, 0.0, 0.0], [-0.1, 0.1, 0.1], [0.0, 0.1, 0.0], [0.0, 0.0, 0.0], [0.0, 0.0, 0.0], [0.1, 0.0, -0.1], [0.0, 0.0, 0.0], [0.0, 0.0, 0.0], [0.0, 0.0, 0.0], [0.0, 0.0, 0.0], [0.0, 0.0, 0.0], [0.0, 0.0, 0.0], [0.0, 0.0, 0.0], [1.1, 0.7, -0.2], [0.0, 0.0, 0.0], [0.0, 0.0, 0.0], [0.0, 0.0, 0.0], [0.0, 0.0, 0.0], [0.0, 0.0, 0.0], [0.0, -0.1, 0.1], [0.0, 0.0, 0.0], [0.0, 0.0, 0.0], [0.0, 0.0, 0.1], [0.0, 0.0, 0.0], [0.0, 0.0, 0.0], [0.0, -0.1, 0.0], [-0.3, 0.1, -0.5], [0.0, 0.0, 0.0], [-0.1, 0.0, -0.1], [0.0, 0.0, 0.0], [0.3, 0.0, -0.1], [-0.1, 0.0, -0.1], [0.0, 0.0, 0.0], [0.0, 0.0, 0.0], [0.0, 0.0, 0.0], [0.0, 0.0, 0.0], [0.0, 0.0, 0.0], [0.0, 0.0, 0.0], [0.0, 0.0, 0.0], [0.0, 0.0, 0.0], [0.0, 0.0, 0.0], [-0.4, 0.2, 0.2], [0.0, 0.0, 0.0], [0.1, 0.0, 0.1], [0.0, 0.0, 0.0], [0.0, 0.0, 0.0], [0.0, 0.0, 0.0], [0.0, 0.0, 0.0], [0.0, 0.0, 0.0], [0.0, 0.0, 0.0], [0.0, 0.0, 0.0], [0.0, 0.0, 0.0], [0.0, 0.0, 0.0], [0.0, 0.0, 0.0], [0.0, 0.0, 0.0], [0.0, 0.0, 0.0], [0.0, 0.0, 0.0], [0.1, -0.1, 0.0], [0.0, 0.0, -0.1], [-0.1, 0.0, 0.0], [-0.1, 0.0, 0.0], [-0.3, -0.2, 0.1]], "fmax_ev_per_a": 1.345, "total_charge": -1, "spin_multiplicity": 3, "gap_ev": [6.968, 7.493], "relative_energy_kj_mol": 0.0}